#1
3 unconnected molecules or ions with the total composition C3H11NO3. Source: OMol25; level of theory: ωB97M-V/def2-TZVPD.

Cartesian coordinates (Å):
C 0.715 -0.701 1.577
C -0.323 0.372 1.108
C 0.307 1.158 0.032
N 0.631 2.496 0.257
O 0.293 0.599 -1.011
H 1.217 -1.195 0.831
H 1.427 -0.140 2.364
H 0.316 -1.499 2.161
H -0.466 1.008 2.020
H -1.259 -0.018 0.571
H 0.545 2.926 1.050
H 0.964 2.989 -0.541
H 0.154 -1.515 -2.156
H 1.621 -2.163 -2.263
O 0.923 -2.026 -1.699
H -1.609 -0.890 -1.118
H -2.939 -0.339 -1.738
O -2.517 -1.063 -1.446

Output
- lowest unoccupied orbital energy (eV) = 0.74
- gap between HOMO and LUMO (eV) = 10.75
- SMILES string = CCC(N)=O.O.O

These are the natural (NBO) partial charges, in e, on atoms 1 to 2:
1 C -0.59
2 C -0.50

#2
4 unconnected molecules or ions with the total composition C3H11NO3. Source: OMol25; level of theory: ωB97M-V/def2-TZVPD.

Cartesian coordinates (Å):
C -2.262 -1.646 -0.175
C -2.162 -2.814 -0.755
C -0.655 -1.330 1.641
N -1.928 -1.347 1.225
H -2.414 -0.656 -0.705
H -2.266 -3.777 -0.097
H -2.241 -2.782 -1.856
H -0.052 -2.223 1.402
H -0.414 -0.611 2.466
H -1.803 2.265 0.410
H -1.405 0.812 0.840
O -1.024 1.760 0.606
H 4.682 3.128 -1.012
H 3.717 1.987 -0.824
O 4.619 2.197 -0.745
H 2.242 1.051 -1.922
H 0.871 1.540 -1.013
O 1.786 1.471 -1.177

Output
- lowest unoccupied orbital energy (eV) = 0.00
- gap between HOMO and LUMO (eV) = 9.53
- SMILES string = C=CN=C.O.O.O

These are the natural (NBO) partial charges, in e, on atoms 1 to 2:
1 C -0.04
2 C -0.46

Which structure is most stable? #1, by 54.6 kcal/mol over the runner-up.